No. 1
ORCA calculation (ωB97M-V with the def2-TZVPD basis set) on 3 unconnected molecules or ions with the total composition C22H53NO7S2Si.

```
86
Properties=species:S:1:pos:R:3
C 5.73 -5.04 -1.86
O 6.60 -4.45 -0.81
C 5.81 -3.92 0.31
C 5.69 -2.25 0.31
C 4.22 -1.75 -0.23
C 3.31 -1.00 0.91
C 2.03 -0.30 0.11
C 0.64 -0.28 1.00
C -0.63 -0.31 -0.04
C -2.04 0.29 0.56
C -3.29 -0.69 0.07
C -4.57 -0.58 1.13
C -5.90 -0.04 0.34
Si -7.43 -1.26 0.51
C -8.72 -0.69 -0.80
C -10.12 -1.54 -0.82
C -9.94 -3.16 -1.05
C -10.72 -3.92 0.19
N -9.78 -4.62 1.17
H 6.39 -5.20 -2.82
H 4.88 -4.27 -2.15
H 5.31 -6.10 -1.56
H 4.73 -4.39 0.33
H 6.40 -4.19 1.30
H 6.51 -1.88 -0.46
H 5.98 -1.87 1.38
H 4.42 -0.96 -1.08
H 3.68 -2.67 -0.71
H 3.87 -0.11 1.45
H 2.83 -1.74 1.69
H 1.78 -0.94 -0.86
H 2.36 0.80 -0.23
H 0.64 0.69 1.68
H 0.63 -1.24 1.68
H -0.29 0.31 -1.00
H -0.79 -1.43 -0.41
H -2.01 0.45 1.72
H -2.24 1.34 0.04
H -2.99 -1.83 0.05
H -3.59 -0.34 -1.02
H -4.24 0.22 1.94
H -4.77 -1.62 1.67
H -5.76 0.11 -0.82
H -6.30 0.99 0.78
H -7.93 -1.32 1.88
H -6.92 -2.59 0.10
H -9.02 0.43 -0.51
H -8.26 -0.60 -1.89
H -10.75 -1.13 -1.75
H -10.72 -1.24 0.14
H -8.85 -3.52 -1.23
H -10.55 -3.45 -2.03
H -11.44 -4.77 -0.22
H -11.45 -3.19 0.80
H -9.62 -5.57 0.72
H -10.33 -4.77 2.06
C 10.74 2.40 0.52
C 10.78 2.12 -0.97
O 10.21 0.85 -1.28
S 8.59 0.71 -1.29
C 8.52 -0.87 -2.10
O 8.04 1.70 -2.19
O 8.12 0.55 0.07
H 9.71 2.53 0.87
H 11.30 3.31 0.76
H 11.16 1.56 1.08
H 10.29 2.91 -1.54
H 11.82 2.09 -1.30
H 8.92 -0.78 -3.11
H 7.47 -1.18 -2.14
H 9.10 -1.59 -1.52
C -0.80 6.75 2.83
C -1.31 7.17 1.47
O -0.86 6.29 0.45
S -1.60 4.84 0.28
C -0.92 4.43 -1.31
O -3.02 5.06 0.13
O -1.06 3.93 1.26
H -1.25 5.80 3.15
H -1.04 7.50 3.59
H 0.29 6.59 2.81
H -2.40 7.25 1.46
H -0.91 8.16 1.23
H -1.28 5.15 -2.05
H -1.26 3.43 -1.57
H 0.17 4.45 -1.24
```

Summary:
- SMILES: COCCCCCCCCCCC[SiH2]CCCCN.CCOS(C)(=O)=O.CCOS(C)(=O)=O
- HOMO energy: -9.205 eV
- Max |F|: 2.72 eV/A
- Energy: -2536.9996 a.u.
- Kohn-Sham gap: 9.8822 eV
- Lowest unoccupied orbital energy: 0.68 eV

Atom charges from the Mulliken analysis, given in e for atoms 1 to 5: -0.515 -0.360 -0.600 0.332 -0.716

***

No. 2
ORCA calculation (ωB97M-V with the def2-TZVPD basis set) on a molecular structure, C3H7GaO3.

```
14
Properties=species:S:1:pos:R:3
O 0.53 1.95 0.23
C -0.53 1.37 -0.44
C -1.15 0.22 0.34
O -0.21 -0.83 0.68
C 0.91 -1.42 -0.37
Ga 1.96 0.92 0.25
H -0.26 1.01 -1.46
H -1.36 2.08 -0.61
H -1.95 -0.27 -0.24
H -1.56 0.56 1.30
H 0.73 -2.49 -0.19
H 0.46 -1.18 -1.34
O 1.93 -0.94 0.33
H 0.53 -0.98 1.52
```

Summary:
- Relative energy (zero: lowest compared OMol25 entry of this formula, charge and spin): 188.9 kJ/mol
- Net charge: +2
- HOMO energy: -20.672 eV
- Max |F|: 4.42 eV/A
- Energy: -2268.1367 a.u.
- Kohn-Sham gap: 7.3030 eV
- Lowest unoccupied orbital energy: -13.37 eV

Atom charges from the Mulliken analysis, given in e for atoms 1 to 5: -0.112 -0.415 -0.319 -0.443 -0.062

***

No. 3
ORCA calculation (ωB97M-V with the def2-TZVPD basis set) on 2 unconnected molecules or ions with the total composition C4H14N2O.

```
21
Properties=species:S:1:pos:R:3
N -0.66 2.24 1.01
C -0.56 1.31 -0.03
C 0.83 0.64 -0.23
C 0.87 -0.47 0.91
C 2.27 -1.35 0.88
N 2.01 -2.42 -0.04
H -0.41 3.13 0.66
H -1.22 2.05 1.87
H -1.17 0.43 0.26
H -1.18 1.53 -0.97
H 1.56 1.52 -0.35
H 0.79 0.28 -1.30
H 0.84 0.24 1.72
H -0.12 -0.82 1.04
H 2.62 -1.73 1.79
H 2.92 -0.57 0.42
H 0.96 -2.73 0.07
H 2.63 -3.21 0.18
O -4.68 -0.03 -2.51
H -4.13 -0.83 -2.65
H -4.17 0.77 -2.73
```

Summary:
- Relative energy (zero: lowest compared OMol25 entry of this formula, charge and spin): 315.8 kJ/mol
- SMILES: NCCCCN.O
- HOMO energy: -8.778 eV
- Max |F|: 5.12 eV/A
- Energy: -345.4559 a.u.
- Kohn-Sham gap: 9.5330 eV
- Lowest unoccupied orbital energy: 0.75 eV

Atom charges from the Mulliken analysis, given in e for atoms 1 to 5: -0.414 -0.687 -0.265 -1.020 -0.430